Model i:
{
  "formula": "C6H15NO",
  "method": "ωB97M-V with the def2-TZVPD basis set",
  "species": ["C", "H", "H", "H", "O", "H", "H", "C", "C", "H", "C", "H", "H", "H", "H", "H", "H", "H", "H", "C", "N", "C", "H"],
  "positions_angstrom": [[-1.714, -1.298, 1.832], [1.746, 2.779, -2.375], [-0.163, 0.630, -1.249], [2.195, 3.249, -0.721], [0.247, 2.854, -1.125], [-2.139, -0.393, 2.345], [2.692, 0.383, -1.465], [-1.157, -0.962, 0.466], [0.053, -0.203, 0.646], [-0.932, -1.640, 2.385], [1.696, 2.438, -1.288], [2.506, 0.852, 0.146], [-2.467, -2.042, 1.913], [-0.324, -3.037, 0.135], [-0.061, 0.753, 1.120], [-0.512, -2.016, -1.287], [-2.024, -0.521, -0.093], [0.832, -0.733, 1.129], [-1.996, -2.697, -0.459], [-0.948, -2.259, -0.258], [0.607, 0.181, -0.792], [1.886, 0.932, -0.800], [-0.022, 2.751, -0.208]],
  "mulliken_charge": [-1.737, 0.232, 0.343, 0.290, -0.570, 0.331, 0.305, 1.032, -1.070, 0.459, -0.225, 0.241, 0.446, 0.341, 0.427, 0.341, 0.123, 0.453, 0.360, -1.437, -0.349, -0.601, 0.267],
  "homo_lumo_gap_ev": 9.5,
  "smiles": "CC(C)CNCCO",
  "mol_weight_g_mol": 117.2
}

Model ii:
{
  "formula": "C6H15NO",
  "method": "ωB97M-V with the def2-TZVPD basis set",
  "species": ["H", "H", "H", "H", "H", "C", "H", "H", "C", "H", "H", "H", "O", "N", "H", "H", "C", "C", "C", "C", "H", "H", "H"],
  "positions_angstrom": [[1.187, 1.130, -0.114], [-0.195, -2.153, 1.000], [-1.805, -1.452, 0.749], [-1.754, 1.662, -1.074], [1.442, -0.708, -0.118], [-0.857, -1.337, 1.281], [-1.882, 0.837, 1.513], [1.253, 0.378, -2.789], [1.473, 0.147, 2.510], [1.752, -0.874, 2.759], [-0.400, 2.123, -1.934], [0.885, 0.627, 3.289], [-1.001, 1.093, 1.219], [-1.100, 1.402, -1.802], [2.326, 0.764, 2.243], [-0.108, -0.257, -3.719], [-0.228, -0.010, 0.978], [0.795, 0.136, 0.054], [0.388, -0.290, -2.740], [-0.543, 0.115, -1.630], [-1.059, -1.408, 2.352], [0.753, -1.306, -2.587], [-1.324, -0.618, -1.439]],
  "mulliken_charge": [0.398, 0.328, 0.489, 0.266, 0.366, -1.562, 0.336, 0.309, -1.154, 0.311, 0.253, 0.338, -0.459, -0.571, 0.366, 0.400, 0.759, -0.915, -1.422, 0.129, 0.416, 0.328, 0.290],
  "homo_lumo_gap_ev": [6.6, 6.6],
  "mol_weight_g_mol": 117.2
}

Model iii:
{
  "formula": "C6H15NO",
  "method": "ωB97M-V with the def2-TZVPD basis set",
  "species": ["C", "H", "H", "H", "H", "C", "H", "H", "N", "C", "H", "H", "H", "H", "O", "H", "H", "H", "C", "H", "C", "H", "C"],
  "positions_angstrom": [[-1.011, -0.661, -2.345], [1.362, 0.947, 0.757], [2.072, -0.253, 2.486], [2.671, 2.847, 1.314], [-0.305, 0.100, -1.960], [1.337, 0.418, 2.927], [0.066, 1.541, 1.583], [-0.699, -3.963, -2.162], [-1.095, -3.044, -2.190], [1.686, 2.833, 1.747], [1.757, 0.862, 3.809], [1.114, 3.325, 0.908], [0.467, -0.237, 3.157], [1.731, 3.249, 2.753], [0.947, -2.153, -2.346], [-2.713, 0.456, -1.348], [-1.731, -0.727, -0.374], [-2.981, -1.273, -1.474], [1.103, 1.409, 1.741], [-1.281, -0.356, -3.319], [-0.245, -1.955, -2.244], [-2.068, -2.843, -2.090], [-2.185, -0.522, -1.330]],
  "mulliken_charge": [-0.266, 0.234, 0.273, 0.292, 0.177, -0.982, 0.283, 0.219, -0.318, -1.111, 0.311, 0.276, 0.270, 0.340, -0.622, 0.314, 0.340, 0.366, -0.184, 0.345, 0.517, 0.145, -1.220],
  "homo_lumo_gap_ev": 10.7,
  "smiles": "CCC(N)=O.CCC",
  "mol_weight_g_mol": 117.2
}

model iii comes first in stability; the runner-up is 179.7 kJ/mol higher.

Model i:
{
  "formula": "C6H15NO",
  "method": "ωB97M-V with the def2-TZVPD basis set",
  "species": ["H", "H", "H", "C", "H", "C", "C", "H", "H", "H", "H", "H", "C", "H", "C", "H", "H", "O", "C", "H", "H", "N", "H"],
  "positions_angstrom": [[-1.486, -1.931, -2.519], [2.082, 0.679, 1.284], [1.571, 2.550, -1.648], [-0.453, -0.234, -1.675], [0.692, 1.898, -0.232], [1.163, 1.629, -1.204], [-1.367, -0.834, -2.739], [-0.826, -0.675, -3.724], [-0.568, 1.708, -2.312], [1.642, 1.016, 3.079], [-1.504, -0.220, 2.717], [2.000, 0.932, -0.990], [0.506, -0.507, 2.106], [-0.858, -1.799, 3.341], [1.462, 0.446, 2.143], [0.361, -0.969, -1.560], [-1.038, -0.169, -0.743], [0.325, -1.380, 1.064], [-0.616, -0.716, 3.150], [-2.403, -0.318, -2.695], [-0.351, -0.238, 4.109], [0.166, 1.016, -2.144], [-0.501, -1.884, 1.195]],
  "mulliken_charge": [0.313, 0.281, 0.338, 0.039, 0.278, -0.802, -1.155, 0.318, 0.244, 0.221, 0.288, 0.246, 0.966, 0.340, -1.027, 0.266, 0.095, -0.491, -1.246, 0.271, 0.346, -0.444, 0.314],
  "homo_lumo_gap_ev": 9.4,
  "smiles": "C=C(C)O.CCNC",
  "mol_weight_g_mol": 117.2
}

Model ii:
{
  "formula": "C6H15NO",
  "method": "ωB97M-V with the def2-TZVPD basis set",
  "species": ["H", "C", "H", "H", "H", "H", "H", "H", "C", "C", "H", "H", "N", "C", "C", "H", "H", "H", "H", "H", "C", "O", "H"],
  "positions_angstrom": [[0.354, -0.592, -1.119], [-2.412, 0.208, -0.810], [0.259, 1.407, 0.004], [2.599, 0.437, 1.430], [0.898, 1.521, -1.613], [-3.361, 0.223, -1.316], [0.984, -1.836, 0.983], [0.207, -0.244, 2.738], [-0.395, -1.302, -0.633], [-0.161, -0.039, 1.671], [0.745, 2.114, 1.414], [-0.245, -2.377, -0.952], [2.154, 0.714, 0.652], [-1.711, -0.887, -1.071], [0.671, 1.109, 0.934], [-0.689, -2.133, 1.293], [-2.074, -1.734, -1.582], [2.114, 2.013, -2.147], [2.088, 0.088, -0.067], [-2.258, 0.885, -0.050], [-0.027, -1.318, 0.898], [1.472, 1.498, -2.278], [-1.212, 0.246, 1.621]],
  "mulliken_charge": [0.029, -0.875, 0.074, 0.232, 0.181, 0.261, 0.300, 0.261, -0.184, -0.396, 0.342, 0.351, -0.497, -0.189, -0.484, 0.378, 0.332, 0.295, 0.310, 0.285, -0.719, -0.574, 0.288],
  "homo_lumo_gap_ev": 10.3,
  "smiles": "C=CCCCCN.O",
  "mol_weight_g_mol": 117.2
}

Model iii:
{
  "formula": "C6H15NO",
  "method": "ωB97M-V with the def2-TZVPD basis set",
  "species": ["H", "C", "H", "H", "C", "N", "H", "C", "H", "H", "H", "C", "H", "H", "H", "H", "H", "H", "C", "C", "H", "H", "O"],
  "positions_angstrom": [[1.147, -1.389, 2.539], [0.987, -1.018, 0.455], [-1.852, 2.473, 0.215], [0.673, 0.260, 2.168], [-1.415, -0.186, -0.541], [0.904, 0.524, -0.743], [-0.520, -1.031, 1.990], [0.529, -0.777, 1.862], [1.305, -3.108, 0.183], [-1.537, -0.815, -1.422], [2.072, -0.900, 0.410], [-0.633, 1.021, -0.789], [1.069, 0.084, -1.646], [-0.617, 1.746, 1.253], [-2.330, -0.051, 0.030], [1.505, 1.338, -0.586], [-0.159, 2.970, 0.060], [0.710, -2.306, -1.269], [0.616, -2.328, -0.182], [-0.822, 2.118, 0.251], [-0.405, -2.611, 0.063], [-0.390, 2.420, -2.183], [-0.835, 1.564, -2.118]],
  "mulliken_charge": [0.454, 0.810, 0.375, 0.332, -1.833, -0.530, 0.272, -1.474, 0.433, 0.309, 0.361, 1.421, 0.327, 0.335, 0.229, 0.331, 0.424, 0.362, -1.495, -1.557, 0.346, 0.315, -0.546],
  "homo_lumo_gap_ev": 6.2,
  "mol_weight_g_mol": 117.2
}

model i comes first in stability; the runner-up is 144.7 kJ/mol higher.

Model i:
{
  "formula": "C6H15NO",
  "method": "ωB97M-V with the def2-TZVPD basis set",
  "species": ["O", "H", "H", "H", "N", "C", "C", "H", "C", "H", "H", "C", "H", "H", "H", "H", "H", "C", "H", "H", "H", "H", "C"],
  "positions_angstrom": [[0.499, 2.473, 1.206], [-2.473, -0.914, 2.539], [-0.092, -1.300, 1.811], [-0.804, 0.865, -0.193], [0.734, -0.324, -0.815], [0.903, -1.436, -2.986], [-0.806, -0.824, 1.135], [0.831, 0.791, 2.217], [-0.055, 0.230, 0.287], [0.213, 2.740, 0.318], [0.391, -2.102, -3.686], [-1.959, -0.178, 1.918], [-0.618, -1.806, -1.559], [1.355, -1.052, -0.471], [-1.624, 0.645, 2.554], [1.254, -0.603, -3.591], [-1.281, -1.507, 0.438], [-0.044, -0.942, -1.897], [-2.655, 0.306, 1.226], [1.878, 1.003, 0.801], [1.780, -1.962, -2.603], [-0.727, -0.193, -2.309], [0.863, 1.073, 1.170]],
  "mulliken_charge": [-0.531, 0.361, 0.332, 0.377, -0.419, -1.204, -0.529, 0.286, 0.089, 0.320, 0.374, -1.236, 0.219, 0.287, 0.316, 0.300, 0.260, -0.298, 0.328, 0.353, 0.329, 0.287, -0.601],
  "homo_lumo_gap_ev": 10.0,
  "smiles": "CCN[C@@H](CC)CO",
  "mol_weight_g_mol": 117.2
}

Model ii:
{
  "formula": "C6H15NO",
  "method": "ωB97M-V with the def2-TZVPD basis set",
  "species": ["H", "C", "H", "H", "H", "O", "H", "H", "H", "H", "C", "N", "H", "C", "H", "H", "C", "C", "H", "H", "H", "H", "C"],
  "positions_angstrom": [[-1.528, -2.863, -0.851], [0.393, 0.945, 1.180], [3.147, -0.817, 0.876], [-1.260, -2.354, 0.850], [-1.164, 2.301, 0.538], [1.117, 0.077, -3.352], [-0.544, 1.210, -0.667], [0.218, 0.254, -3.062], [-2.370, -0.613, -1.437], [0.113, 0.474, 2.131], [-2.031, -0.845, -0.427], [1.334, 0.161, 0.405], [0.903, 1.892, 1.367], [-1.590, -2.055, -0.128], [-2.948, 0.882, 0.485], [-2.049, -0.115, 1.600], [-0.885, 1.268, 0.361], [-2.046, 0.263, 0.573], [2.883, 0.655, 1.814], [3.343, 0.763, 0.143], [1.175, -0.888, -3.386], [1.068, -0.778, 0.145], [2.723, 0.181, 0.842]],
  "mulliken_charge": [0.257, -0.629, 0.321, 0.289, 0.428, -0.635, 0.147, 0.313, 0.340, 0.286, 0.066, -0.120, 0.465, -0.941, 0.318, 0.387, -0.576, -0.788, 0.321, 0.260, 0.311, 0.176, -0.995],
  "homo_lumo_gap_ev": 9.2,
  "smiles": "C=CCCCNC.O",
  "mol_weight_g_mol": 117.2
}

Model iii:
{
  "formula": "C6H15NO",
  "method": "ωB97M-V with the def2-TZVPD basis set",
  "species": ["C", "H", "H", "H", "H", "C", "H", "H", "H", "H", "H", "C", "N", "H", "H", "C", "H", "C", "C", "H", "H", "H", "O"],
  "positions_angstrom": [[0.399, -0.168, -0.161], [-1.658, -0.676, -0.671], [2.123, 1.025, 0.060], [-3.427, 1.271, 0.073], [-0.396, -2.205, 2.407], [1.662, 0.502, -0.756], [1.742, -1.733, 2.361], [2.312, -0.362, -0.910], [-0.994, -2.386, 0.777], [2.488, -0.561, 1.319], [-0.630, -0.465, -2.023], [-0.810, -0.088, -1.042], [1.664, -1.009, 1.679], [-1.283, 0.901, -1.051], [0.811, 2.238, -1.701], [-0.698, -1.646, 1.523], [-3.179, 1.513, 1.567], [1.457, 1.393, -1.938], [0.464, -0.817, 0.996], [0.958, 1.024, -2.840], [2.407, 1.794, -2.289], [-1.539, -0.998, 1.716], [-3.871, 1.452, 0.906]],
  "mulliken_charge": [0.608, 0.416, 0.319, 0.325, 0.369, -0.543, 0.157, 0.331, 0.321, 0.137, 0.330, -1.643, -0.441, 0.237, 0.340, -1.308, 0.318, -1.435, 0.860, 0.325, 0.368, 0.258, -0.652],
  "homo_lumo_gap_ev": 8.3,
  "smiles": "CC/C(C)=C(/C)N.O",
  "mol_weight_g_mol": 117.2
}

model i comes first in stability; the runner-up is 15.8 kJ/mol higher.